Entry 1:
{"formula": "C34H49Cl3N5O3Ru", "method": "ωB97M-V with the def2-TZVPD basis set", "symbols": ["Ru", "C", "C", "C", "C", "C", "C", "C", "C", "C", "C", "H", "H", "H", "H", "H", "H", "H", "H", "H", "H", "H", "H", "H", "H", "C", "C", "N", "C", "C", "N", "C", "C", "H", "H", "H", "H", "H", "H", "H", "H", "H", "H", "H", "H", "C", "C", "C", "C", "C", "O", "C", "C", "C", "C", "C", "C", "Cl", "C", "C", "C", "N", "C", "N", "C", "N", "H", "H", "H", "H", "H", "H", "H", "H", "H", "H", "H", "H", "H", "H", "H", "H", "H", "H", "H", "H", "H", "H", "Cl", "C", "Cl", "C", "O", "O", "H"], "xyz": [[-0.9466, 1.0843, -1.9785], [-3.0095, -1.8691, -2.3138], [-2.3326, -1.8905, -3.6950], [-3.3242, -1.4956, -4.7852], [-1.1013, -1.0209, -3.6478], [-0.0839, -1.3239, -2.7177], [1.1013, -0.5866, -2.6727], [1.3180, 0.5024, -3.5350], [2.6518, 1.1718, -3.6190], [0.2948, 0.8197, -4.4420], [-0.8779, 0.0659, -4.5097], [-4.0089, -2.2885, -2.3885], [-3.0938, -0.8372, -1.9492], [-2.4500, -2.4564, -1.5891], [-2.0006, -2.9180, -3.8977], [-3.7292, -0.5010, -4.6065], [-4.1490, -2.2040, -4.7916], [-2.8616, -1.5262, -5.7683], [-0.1731, -2.2175, -2.1111], [1.9049, -0.9073, -2.0192], [3.3006, 0.5823, -4.2703], [3.1444, 1.2422, -2.6525], [2.5703, 2.1627, -4.0544], [0.4511, 1.6202, -5.1528], [-1.5921, 0.3053, -5.2832], [-2.1436, 2.9250, 0.9789], [-2.4709, 4.2254, 1.8087], [-2.1729, 5.3535, 0.9837], [-3.0429, 5.4058, -0.1482], [-2.8067, 4.0882, -0.9741], [-1.7481, 3.3200, -0.3533], [-0.5315, 4.1000, -0.3039], [-0.8009, 5.3769, 0.5867], [-3.0196, 2.2798, 0.9202], [-1.3265, 2.3862, 1.4570], [-1.8688, 4.2581, 2.7167], [-3.5229, 4.2422, 2.0878], [-2.8126, 6.2799, -0.7553], [-4.0817, 5.4687, 0.1726], [-2.5201, 4.3538, -1.9905], [-3.7171, 3.4898, -1.0057], [-0.2528, 4.3878, -1.3189], [0.2700, 3.5076, 0.1400], [-0.6000, 6.2878, 0.0253], [-0.1633, 5.3660, 1.4709], [3.3740, -1.6209, 2.7424], [2.7058, -1.3550, 4.0924], [3.4655, -2.1812, 5.1428], [2.8708, 0.1265, 4.4545], [1.1793, -1.7163, 4.1240], [0.7204, -1.6106, 5.4616], [0.8253, -3.1634, 3.6739], [0.4890, -3.4863, 2.2053], [1.6500, -3.8716, 1.3465], [2.4670, -4.9464, 1.7061], [3.5513, -5.3100, 0.9408], [3.8356, -4.6022, -0.2288], [5.2040, -5.0211, -1.1653], [3.0040, -3.5555, -0.6317], [1.9294, -3.2011, 0.1563], [0.2221, -0.6606, 3.4879], [0.3572, -0.2210, 2.1263], [-0.5552, -0.2955, 1.1497], [-0.1217, 0.3747, 0.0878], [1.0890, 0.8481, 0.4761], [1.3847, 0.5101, 1.7016], [4.3854, -1.2225, 2.7799], [2.8615, -1.1334, 1.9201], [3.4434, -2.6849, 2.5391], [4.5281, -1.9864, 5.0349], [3.3218, -3.2504, 5.0139], [3.1912, -1.8996, 6.1547], [3.9160, 0.3312, 4.6701], [2.2936, 0.3692, 5.3439], [2.5691, 0.7654, 3.6294], [1.1790, -2.2502, 6.0191], [-0.0610, -3.4164, 4.2613], [1.6236, -3.8267, 4.0021], [-0.0706, -2.6814, 1.7348], [-0.1755, -4.3552, 2.2451], [2.2420, -5.5056, 2.5995], [4.1810, -6.1335, 1.2379], [3.2147, -3.0353, -1.5531], [1.2904, -2.3860, -0.1515], [0.3152, 0.2165, 4.1327], [-0.7867, -1.0589, 3.6112], [-1.4972, -0.8035, 1.2081], [1.7404, 1.4227, -0.1558], [-3.3295, 2.4867, -5.9281], [-4.0438, 2.4509, -4.3118], [-4.7248, 4.0342, -3.8789], [-2.9635, 2.1365, -3.2703], [-3.2686, 1.3661, -2.3399], [-1.8459, 2.6825, -3.3617], [-4.8423, 1.7062, -4.2861]], "forces_ev_per_angstrom": [[-1.43, 0.70, -0.01], [0.08, 0.12, 0.06], [-0.31, 0.13, 0.04], [0.25, -0.13, 0.07], [0.07, -0.09, 0.44], [0.05, 0.19, 0.02], [-0.05, 0.14, 0.05], [-0.03, 0.08, 0.23], [0.01, 0.06, 0.01], [-0.13, -0.20, -0.12], [0.34, 0.45, 0.02], [-0.06, -0.07, 0.05], [-0.13, -0.32, -0.08], [0.02, -0.04, 0.12], [0.10, 0.15, 0.04], [-0.08, 0.09, -0.02], [-0.05, 0.02, 0.00], [-0.03, 0.06, -0.16], [-0.09, 0.13, 0.16], [-0.07, 0.07, 0.12], [0.01, -0.02, -0.01], [0.02, -0.01, 0.08], [0.01, 0.11, -0.01], [-0.09, 0.11, 0.05], [-0.18, 0.10, 0.08], [-0.16, -0.62, 0.60], [0.05, -0.09, -0.05], [-0.36, 1.11, 0.82], [0.06, -0.13, -0.07], [-0.60, 0.11, -0.78], [0.81, -1.08, -0.89], [0.74, 0.60, 0.04], [0.22, -0.16, -0.10], [0.02, -0.06, -0.04], [0.02, -0.06, -0.08], [0.00, -0.05, -0.03], [0.00, -0.02, 0.01], [0.00, -0.02, 0.00], [0.01, -0.02, 0.00], [0.01, -0.08, 0.10], [0.09, -0.02, 0.03], [-0.01, -0.05, 0.04], [-0.06, -0.04, -0.07], [0.05, -0.03, -0.03], [0.01, 0.00, -0.04], [-0.08, -0.03, 0.18], [-0.10, 0.21, -0.05], [-0.26, 0.10, -0.17], [0.03, -0.14, 0.02], [0.34, -0.54, -0.49], [-0.23, 0.28, 0.36], [-0.13, 0.32, -0.14], [0.02, -0.30, 0.39], [0.23, -0.08, -0.54], [-0.40, 0.37, -0.11], [0.25, 0.21, -0.48], [-0.60, 0.25, 0.38], [0.30, -0.09, -0.27], [0.50, -0.43, 0.04], [-0.16, -0.35, 0.48], [0.08, -0.33, 1.43], [-0.73, 0.08, -1.34], [-0.09, -0.04, 0.11], [-0.92, 0.36, -1.57], [0.12, -0.07, 0.24], [0.58, 0.62, -0.26], [0.13, 0.04, -0.02], [0.08, -0.11, -0.07], [0.07, -0.05, -0.04], [0.14, 0.03, 0.00], [0.01, -0.18, 0.02], [0.00, 0.02, 0.19], [0.13, 0.05, 0.02], [-0.02, 0.08, 0.10], [0.06, 0.10, 0.11], [-0.02, 0.02, -0.10], [0.07, 0.02, 0.02], [-0.02, -0.08, 0.06], [-0.09, -0.04, -0.04], [-0.11, 0.13, -0.07], [-0.01, -0.12, 0.18], [0.09, -0.08, -0.02], [0.11, 0.04, -0.12], [-0.16, 0.24, -0.02], [-0.13, -0.01, -0.18], [0.01, 0.09, -0.12], [-0.16, -0.14, 0.16], [0.12, 0.11, -0.02], [-0.12, -0.11, 0.07], [0.08, 0.21, 0.04], [-0.06, -0.17, -0.05], [-1.42, 0.42, -0.66], [1.30, -1.02, 0.99], [1.86, -1.20, 0.59], [0.18, 0.20, 0.03]], "gap_ev": [3.8, 4.0], "homo_energy_ev": [-12.87, -12.87], "lumo_energy_ev": [-9.0313, -8.8313], "s_squared": 0.776, "multiplicity": 2, "total_charge": 2}



Entry 2:
{"formula": "C34H49ClFN6O2SiTi", "method": "ωB97M-V with the def2-TZVPD basis set", "symbols": ["Ti", "C", "C", "C", "C", "C", "C", "C", "C", "C", "C", "C", "C", "C", "C", "C", "C", "C", "H", "H", "H", "H", "H", "H", "H", "H", "H", "H", "H", "H", "H", "H", "H", "H", "H", "H", "H", "H", "H", "H", "H", "H", "H", "H", "H", "H", "H", "C", "Si", "C", "C", "N", "C", "C", "C", "C", "C", "C", "F", "H", "H", "H", "H", "H", "H", "H", "H", "H", "H", "H", "H", "H", "Cl", "C", "C", "C", "C", "O", "C", "C", "O", "C", "H", "H", "H", "H", "N", "N", "N", "C", "N", "N", "H", "H", "H"], "xyz": [[0.5405, -0.2584, -0.1170], [-1.4284, -0.7334, 2.0007], [-2.2467, 0.3874, 1.8687], [-1.3872, 1.5522, 1.9978], [-0.0917, 1.0617, 2.1999], [-0.0673, -0.3598, 2.2235], [0.8273, -1.1617, 3.1748], [0.8304, -2.6545, 2.8381], [2.2603, -0.6332, 3.2119], [0.2369, -0.9952, 4.5855], [-1.6685, 3.0613, 2.0424], [-0.4102, 3.8164, 2.4998], [-2.0409, 3.6822, 0.6867], [-2.7512, 3.4078, 3.0749], [-3.7650, 0.2090, 1.7303], [-4.0913, -1.1951, 1.1909], [-4.4593, 1.1978, 0.7890], [-4.4290, 0.2937, 3.1160], [-1.7746, -1.7553, 2.0217], [0.7752, 1.6740, 2.3894], [1.2037, -2.8341, 1.8323], [-0.1738, -3.0766, 2.9189], [1.4669, -3.1930, 3.5468], [2.7615, -0.7175, 2.2531], [2.8423, -1.1996, 3.9451], [2.2859, 0.4165, 3.5112], [-0.7871, -1.3702, 4.6234], [0.2193, 0.0584, 4.8706], [0.8345, -1.5424, 5.3214], [0.4205, 3.6661, 1.8102], [-0.0913, 3.4925, 3.4915], [-0.6255, 4.8874, 2.5416], [-1.1767, 3.6573, 0.0229], [-2.3286, 4.7304, 0.8227], [-2.8644, 3.1696, 0.1950], [-2.5289, 2.9330, 4.0319], [-3.7470, 3.0981, 2.7725], [-2.7837, 4.4908, 3.2280], [-3.5267, -1.4252, 0.2882], [-5.1580, -1.2665, 0.9652], [-3.8577, -1.9689, 1.9220], [-4.0437, 1.1564, -0.2181], [-4.3941, 2.2249, 1.1313], [-5.5218, 0.9473, 0.7153], [-3.9530, -0.4176, 3.7921], [-5.4941, 0.0507, 3.0476], [-4.3369, 1.2833, 3.5572], [3.3441, -0.6293, -3.9493], [1.6901, 0.1284, -3.4971], [2.0680, 1.8919, -2.9816], [0.6217, 0.2768, -5.0675], [0.8418, -0.7733, -2.2817], [0.4172, -2.0324, -2.5794], [0.6450, -2.7506, -3.7793], [0.1623, -4.0308, -3.9980], [-0.5826, -4.7027, -3.0392], [-0.8385, -4.0481, -1.8392], [-0.3455, -2.7827, -1.6675], [-0.6514, -2.1575, -0.4623], [3.9152, 0.0609, -4.5758], [3.2700, -1.5793, -4.4784], [3.9160, -0.8009, -3.0338], [2.1906, 2.4874, -3.8918], [3.0076, 1.9234, -2.4299], [1.3218, 2.3567, -2.3446], [0.7791, 1.2487, -5.5441], [-0.4416, 0.1746, -4.8340], [0.8483, -0.4804, -5.8199], [1.2333, -2.2868, -4.5577], [0.3846, -4.5125, -4.9423], [-0.9502, -5.7049, -3.2093], [-1.4005, -4.5027, -1.0345], [7.7029, -1.1496, -0.4312], [5.9503, -1.2489, -0.2922], [5.3552, -2.5176, -0.3054], [3.9808, -2.5706, -0.1881], [3.2056, -1.4179, -0.0695], [1.8844, -1.5456, 0.0891], [3.8061, -0.1257, -0.0887], [3.0781, 1.0640, -0.0121], [1.7475, 1.0730, -0.0748], [5.2302, -0.0962, -0.1852], [5.9558, -3.4094, -0.4009], [3.4622, -3.5213, -0.1829], [3.5609, 2.0352, 0.0324], [5.7380, 0.8601, -0.1888], [-1.8078, 3.0258, -3.4559], [-1.7545, 1.8908, -2.6540], [-2.5605, 0.8625, -2.8383], [-2.1784, 0.0633, -1.8566], [-1.1978, 0.6100, -1.1098], [-0.9383, 1.7772, -1.6317], [-1.1547, 2.8629, -4.2200], [-1.4411, 3.7765, -2.8785], [-2.5720, -0.9207, -1.6838]], "forces_ev_per_angstrom": [[1.59, -0.73, 0.49], [-0.01, 0.01, -0.03], [0.02, 0.16, -0.09], [-0.13, -0.09, 0.00], [0.02, 0.11, 0.08], [-0.29, -0.02, 0.01], [0.00, 0.01, -0.10], [0.03, -0.03, 0.02], [0.03, 0.01, 0.04], [0.01, -0.01, 0.04], [0.02, -0.01, 0.03], [0.02, -0.02, 0.02], [-0.01, 0.04, -0.03], [0.00, 0.03, 0.04], [0.03, -0.02, 0.00], [0.03, -0.03, 0.06], [-0.04, 0.01, -0.01], [0.00, 0.01, 0.01], [-0.01, -0.03, -0.03], [0.03, -0.03, 0.00], [0.02, 0.01, -0.02], [-0.03, 0.01, -0.01], [0.01, 0.00, 0.01], [0.01, -0.03, -0.07], [0.00, 0.00, 0.01], [-0.02, 0.01, 0.01], [-0.03, -0.01, -0.01], [0.00, 0.03, 0.00], [0.01, -0.01, 0.01], [0.01, 0.00, -0.04], [-0.01, 0.00, 0.02], [-0.01, 0.01, 0.00], [0.02, -0.03, -0.03], [-0.01, 0.00, 0.01], [-0.01, -0.04, -0.02], [0.02, -0.01, 0.02], [-0.05, -0.05, -0.05], [0.00, 0.01, 0.00], [0.00, 0.02, -0.06], [-0.02, 0.00, 0.00], [0.00, -0.01, 0.02], [0.05, -0.02, -0.06], [0.02, 0.06, 0.06], [-0.01, 0.00, 0.01], [0.00, -0.02, 0.02], [-0.03, 0.00, -0.01], [0.03, 0.03, 0.01], [0.06, 0.01, -0.03], [-0.18, -0.02, 0.16], [0.09, -0.01, -0.04], [0.02, 0.01, -0.06], [-0.24, 0.11, 0.03], [0.07, -0.05, -0.05], [0.01, -0.04, -0.08], [0.01, 0.04, 0.01], [-0.03, -0.03, 0.04], [0.05, 0.01, -0.06], [-0.04, 0.03, 0.12], [-0.13, 0.02, 0.00], [0.03, 0.02, -0.03], [0.01, -0.02, 0.00], [0.03, 0.00, 0.03], [0.02, 0.03, 0.00], [0.04, -0.01, 0.00], [-0.12, 0.02, 0.01], [0.00, 0.03, -0.01], [-0.04, 0.01, 0.03], [0.01, -0.02, -0.01], [-0.03, -0.02, 0.00], [0.00, -0.02, -0.01], [0.00, -0.01, -0.01], [-0.03, -0.02, 0.01], [-0.05, 0.00, 0.01], [0.13, -0.08, -0.01], [-0.08, 0.13, 0.00], [0.15, -0.10, -0.01], [-0.53, 0.04, -0.05], [-0.05, 0.31, 0.01], [0.50, -0.03, 0.00], [-0.44, 0.06, -0.03], [0.26, -0.09, 0.02], [-0.11, 0.06, 0.01], [0.02, -0.02, -0.01], [-0.02, -0.01, 0.01], [0.00, -0.05, -0.01], [0.01, 0.01, 0.00], [0.21, -0.17, 0.11], [0.06, -0.12, 0.48], [0.20, -0.06, 0.31], [0.06, -0.03, -0.03], [-0.76, 0.58, -0.69], [-0.39, 0.05, -0.48], [-0.03, 0.08, -0.01], [-0.02, 0.04, -0.05], [-0.06, -0.03, -0.03]], "gap_ev": [5.0, 5.0], "de_lowest_kcal_mol": 0.18, "homo_energy_ev": [-2.59, -2.61], "lumo_energy_ev": [2.4175, 2.4175], "total_charge": -1}